Entry from the Open Molecules 2025 dataset: a 2-piece molecular cluster, C2H6O2S overall (ωB97M-V with the def2-TZVPD basis set).

Bonds (Å) are listed after each position.
Element x y z (Å)
1 O -4.71511 0.12108 -1.46743  C2 1.193
2 C -5.58649 0.72538 -2.01360  O1 1.193, O3 1.345, H4 1.089
3 O -6.89263 0.41454 -1.94181  C2 1.345, H5 0.978
4 H -5.49918 1.61739 -2.63163  C2 1.089
5 H -6.97449 -0.42103 -1.43951  O3 0.978
6 C 4.82914 -0.44928 2.04989  S7 1.802, H8 1.089, H9 1.084, H10 1.085
7 S 4.52246 -0.54782 0.27716  C6 1.802, H11 1.342
8 H 4.08352 -1.10282 2.50143  C6 1.089
9 H 5.81895 -0.75504 2.36785  C6 1.084
10 H 4.68927 0.54378 2.46286  C6 1.085
11 H 5.72455 -0.14618 -0.16521  S7 1.342

Energy ... -628.460852 a.u.
F_max ... 0.601 eV/A
ΔE to the lowest compared entry with this formula, charge and spin ... 0.2303 eV
SMILES string ... O=CO.CS


Entry from the Open Molecules 2025 dataset: a 2-piece molecular cluster, C2H6O2S overall at a distorted geometry (ωB97M-V with the def2-TZVPD basis set).

Bonds (Å) are listed after each position.
Element x y z (Å)
1 C -1.83896 -1.00072 0.17019  C2 1.335, H6 1.107, H7 1.173
2 C -1.71582 0.25594 0.60262  C1 1.335, H9 1.094, H10 1.049
3 O 4.57312 0.18220 -0.69458  S5 1.708, H8 0.992
4 O 2.10475 -0.57725 0.08218  S5 1.439
5 S 3.37712 -0.05247 0.50198  O3 1.708, O4 1.439, H11 1.620
6 H -2.79741 -1.53495 0.31655  C1 1.107
7 H -0.93804 -1.58462 -0.30170  C1 1.173
8 H 5.30067 -0.48853 -0.62260  O3 0.992
9 H -2.60036 0.77772 0.98047  C2 1.094
10 H -0.80969 0.75843 0.44001  C2 1.049
11 H 3.06606 1.53178 0.63554  S5 1.620

Energy ... -628.355405 a.u.
F_max ... 3.346 eV/A
ΔE to the lowest compared entry with this formula, charge and spin ... 3.0997 eV


Entry from the Open Molecules 2025 dataset: a 2-piece molecular cluster, C2H6O4P overall at a distorted geometry (ωB97M-V with the def2-TZVPD basis set).

Bonds (Å) are listed after each position.
Element x y z (Å)
1 C -1.44192 0.79522 -0.17605  O6 1.476, H8 1.123, H9 1.138, H10 1.089
2 C 1.50888 -0.55846 0.24639  O5 1.265, H11 1.130, H12 1.176
3 O -1.90151 1.06860 3.03220  P7 1.725, H13 1.156
4 O 0.66049 0.22025 3.00433  P7 1.438
5 O 2.36518 -1.12173 -0.49511  C2 1.265
6 O -0.92995 -0.05536 0.91616  C1 1.476, P7 1.777
7 P -0.35602 0.93228 2.27747  O3 1.725, O4 1.438, O6 1.777
8 H -2.55774 0.67015 -0.16938  C1 1.123
9 H -0.97871 0.22668 -1.04592  C1 1.138
10 H -1.19169 1.85498 -0.17656  C1 1.089
11 H 0.93232 -1.19449 0.98191  C2 1.130
12 H 1.28532 0.59292 0.16199  C2 1.176
13 H -2.23711 1.93901 2.35031  O3 1.156

Energy ... -721.997211 a.u.
Net charge ... -1
F_max ... 5.233 eV/A
ΔE to the lowest compared entry with this formula, charge and spin ... 2.3038 eV
2S+1 ... 3
<S²> ... 2.0134


Entry from the Open Molecules 2025 dataset: a 2-piece molecular cluster, C2H6OS overall at a distorted geometry (ωB97M-V with the def2-TZVPD basis set).

Bonds (Å) are listed after each position.
Element x y z (Å)
1 C -0.73956 2.77309 0.53461  C2 1.359, H4 1.163, H5 1.049
2 C -1.68467 3.19028 -0.34857  C1 1.359, O3 1.376, H6 1.044
3 O -3.01429 3.51046 -0.19455  C2 1.376, H7 0.948
4 H 0.06816 1.94160 0.43786  C1 1.163
5 H -0.65613 3.28928 1.44438  C1 1.049
6 H -1.58175 2.66295 -1.24364  C2 1.044
7 H -3.45416 2.70407 0.03918  O3 0.948
8 S 2.46229 -4.14277 -0.10907  H9 1.293, H10 1.380
9 H 3.45178 -3.94438 0.69933  S8 1.293
10 H 1.43522 -4.23316 0.80814  S8 1.380

Energy ... -553.126659 a.u.
F_max ... 4.203 eV/A
ΔE to the lowest compared entry with this formula, charge and spin ... 2.0887 eV
SMILES string ... C=CO.S


Entry from the Open Molecules 2025 dataset: a 2-piece molecular cluster, C2H6OS overall at a distorted geometry (ωB97M-V with the def2-TZVPD basis set).

Bonds (Å) are listed after each position.
Element x y z (Å)
1 C 1.10442 1.85343 0.76449  C2 1.321, H4 1.078, H5 1.083
2 C 0.65428 0.75852 1.34953  C1 1.321, O3 1.388, H6 1.084
3 O -0.66739 0.33648 1.29770  C2 1.388, H7 0.969
4 H 2.13757 2.14219 0.86773  C1 1.078
5 H 0.40646 2.47183 0.21340  C1 1.083
6 H 1.23712 0.13661 2.01931  C2 1.084
7 H -0.86070 0.28495 0.34965  O3 0.969
8 S -0.60997 -1.33183 -1.52108  H9 1.337, H10 1.337
9 H 0.56199 -0.84316 -1.94110  S8 1.337
10 H -0.07058 -2.42059 -0.96329  S8 1.337

Energy ... -553.182686 a.u.
F_max ... 1.008 eV/A
ΔE to the lowest compared entry with this formula, charge and spin ... 0.5641 eV
SMILES string ... C=CO.S


Entry from the Open Molecules 2025 dataset: a 2-piece molecular cluster, C2H6OS overall at a distorted geometry (ωB97M-V with the def2-TZVPD basis set).

Bonds (Å) are listed after each position.
Element x y z (Å)
1 S 2.04663 0.89783 0.19084  H2 1.340, H3 1.333
2 H 2.90460 1.75403 -0.38149  S1 1.340
3 H 3.01385 0.02408 0.47174  S1 1.333
4 O -1.41643 -1.88164 -0.32189  C5 1.201
5 C -1.18441 -0.74788 -0.00127  O4 1.201, C6 1.479, H7 1.115
6 C -2.19862 0.32596 -0.06678  C5 1.479, H8 1.085, H9 1.092, H10 1.099
7 H -0.19119 -0.55260 0.46580  C5 1.115
8 H -1.97371 1.13551 0.62048  C6 1.085
9 H -3.20811 -0.04674 0.11780  C6 1.092
10 H -2.26000 0.66014 -1.11164  C6 1.099

Energy ... -552.837280 a.u.
Net charge ... +1
F_max ... 1.246 eV/A
ΔE to the lowest compared entry with this formula, charge and spin ... 0.7353 eV
2S+1 ... 2
<S²> ... 0.7587


Entry from the Open Molecules 2025 dataset: a 2-piece molecular cluster, C2H6OS2 overall at a distorted geometry (ωB97M-V with the def2-TZVPD basis set).

Bonds (Å) are listed after each position.
Element x y z (Å)
1 C -0.23800 -1.66803 -1.02660  C2 1.319, H4 1.079, H5 1.082
2 C 0.12036 -2.86200 -0.59593  C1 1.319, O3 1.394, H6 1.079
3 O 1.28169 -3.46787 -1.07198  C2 1.394, H7 0.963
4 H -0.89869 -1.03665 -0.45203  C1 1.079
5 H 0.40419 -1.32602 -1.82785  C1 1.082
6 H -0.24371 -3.44900 0.23348  C2 1.079
7 H 1.94482 -3.22119 -0.41828  O3 0.963
8 S -1.48343 5.05540 0.95651  S9 2.111, H10 1.334
9 S -0.59604 3.90965 2.49201  S8 2.111, H11 1.337
10 H -0.70692 4.59755 -0.02722  S8 1.334
11 H 0.41573 3.46817 1.73790  S9 1.337

Energy ... -951.343143 a.u.
F_max ... 1.064 eV/A
ΔE to the lowest compared entry with this formula, charge and spin ... 1.3310 eV
SMILES string ... C=CO.SS


Entry from the Open Molecules 2025 dataset: a 2-piece molecular cluster, C2H6OS2 overall at a distorted geometry (ωB97M-V with the def2-TZVPD basis set).

Bonds (Å) are listed after each position.
Element x y z (Å)
1 C 0.57114 0.97949 0.66439  C2 1.522, H5 1.039, H6 1.158, H7 1.039
2 C 1.98828 0.93431 0.11105  C1 1.522, O3 1.196, S4 1.702
3 O 2.90807 0.42458 0.68055  C2 1.196
4 S 2.09332 1.47485 -1.49954  C2 1.702, H8 1.434
5 H 0.18725 1.93562 0.52685  C1 1.039
6 H -0.04866 0.22159 0.04595  C1 1.158
7 H 0.51699 0.81184 1.68856  C1 1.039
8 H 0.75130 1.58082 -1.99224  S4 1.434
9 S -3.15604 -2.22075 0.21825  H10 1.404, H11 1.358
10 H -2.98723 -2.67931 -1.09758  S9 1.404
11 H -2.82443 -3.46303 0.65377  S9 1.358

Energy ... -951.382850 a.u.
F_max ... 3.297 eV/A
ΔE to the lowest compared entry with this formula, charge and spin ... 0.2505 eV
SMILES string ... CC(=O)S.S


Entry from the Open Molecules 2025 dataset: a 2-piece molecular cluster, C2H6OS2 overall at a distorted geometry (ωB97M-V with the def2-TZVPD basis set).

Bonds (Å) are listed after each position.
Element x y z (Å)
1 S -1.29942 -1.55189 -0.21600  S2 2.107, H3 1.325
2 S -1.25266 -0.01131 1.22022  S1 2.107, H4 1.312
3 H -1.11978 -0.74515 -1.25160  S1 1.325
4 H -0.13461 -0.40209 1.78356  S2 1.312
5 C 2.24943 0.12549 -0.12159  C6 1.370, H8 1.079, H9 1.083
6 C 1.71949 1.36572 -0.36495  C5 1.370, O7 1.302, H10 1.085
7 O 1.44050 1.73814 -1.58044  C6 1.302, H11 0.973
8 H 2.42024 -0.14764 0.90871  C5 1.079
9 H 2.61046 -0.51669 -0.91497  C5 1.083
10 H 1.67892 2.15312 0.38090  C6 1.085
11 H 1.02091 2.61539 -1.59503  O7 0.973

Energy ... -951.045565 a.u.
Net charge ... +1
F_max ... 1.756 eV/A
ΔE to the lowest compared entry with this formula, charge and spin ... 0.6980 eV
2S+1 ... 2
<S²> ... 0.7564


Entry from the Open Molecules 2025 dataset: a 2-piece molecular cluster, C2H6OS5 overall at a distorted geometry (ωB97M-V with the def2-TZVPD basis set).

Bonds (Å) are listed after each position.
Element x y z (Å)
1 S -0.28020 -2.03785 -0.47681  C2 1.632
2 C -1.28866 -0.85281 -0.96970  S1 1.632, C3 1.447, H6 1.138
3 C -2.05572 -0.12873 0.02118  C2 1.447, S4 1.892, S5 1.894, H7 1.003
4 S -1.28982 1.60018 0.08229  C3 1.892, H8 1.280
5 S -3.87439 -0.11232 -0.50910  C3 1.894, H9 1.366
6 H -1.36391 -0.54821 -2.06311  C2 1.138
7 H -2.10199 -0.53775 0.93631  C3 1.003
8 H -0.14047 1.04128 0.15041  S4 1.280
9 H -4.12200 0.56862 -1.66702  S5 1.366
10 O 2.56358 -1.10594 1.37387  S11 1.676, H13 0.968
11 S 2.77348 0.48098 0.87876  O10 1.676, S12 2.025
12 S 3.71001 0.46769 -0.91660  S11 2.025, H14 1.335
13 H 1.69864 -1.29190 0.97983  O10 0.968
14 H 5.00781 0.62566 -0.64678  S12 1.335

Energy ... -2145.899187 a.u.
F_max ... 5.951 eV/A
ΔE to the lowest compared entry with this formula, charge and spin ... 0.0058 eV
SMILES string ... S=CC(S)S.OSS